The following is a DFT calculation (the ωB97M-V functional and the def2-TZVPD basis) of 2 unconnected molecules or ions with the total composition C3H10NO2S2 in a non-equilibrium geometry.

Geometry as XYZ:
```
18
Properties=species:S:1:pos:R:3:forces:R:3
N -1.003062 -1.269009 0.547869 2.2 -1.3 0.0
C -0.331065 0.032911 0.828846 1.7 3.6 0.2
C -0.169589 0.909244 -0.496097 -3.0 -2.6 2.5
O 0.298135 0.395087 -1.438813 1.3 -0.1 -1.8
C 1.119031 0.163090 1.371170 -1.1 1.4 -3.2
S 1.690932 2.045069 1.368523 -0.9 -1.9 1.1
S 2.165907 2.596586 -0.505875 2.7 -1.7 0.0
H -1.803375 -1.110526 -0.139441 1.2 -0.7 0.5
H -0.268374 -2.035313 0.185017 -2.3 2.2 0.5
H -1.269044 -1.570394 1.484636 -0.6 -0.5 -0.3
H -0.886255 0.641533 1.598895 -0.3 -1.0 -1.0
H -0.852751 1.723703 -0.389573 0.2 1.8 -0.8
H 1.201399 -0.163195 2.299901 0.0 -0.5 4.9
H 1.771724 -0.553469 0.959425 1.3 -0.2 -1.8
H 3.334499 1.692167 -0.459792 -1.7 1.8 -0.6
H -2.423796 -1.219649 -2.595286 -0.5 -0.1 -0.2
H -0.886943 -1.130018 -2.629393 -1.8 0.1 1.8
O -1.687377 -1.147812 -1.990012 1.7 -0.2 -1.8
```
Forces are in eV/Å.

The calculation puts the largest force on an atom at 4.963 eV Å⁻¹. The calculation puts the energy above the lowest of the compared OMol25 structures with the same formula, charge and spin at 2.757 eV. For the orbital gap, the calculation gives 8.877 eV. As for the total charge: +1.

=====

The following is a DFT calculation (the ωB97M-V functional and the def2-TZVPD basis) of a molecular structure, C5H5NO in a non-equilibrium geometry.

Geometry as XYZ:
```
12
Properties=species:S:1:pos:R:3:forces:R:3
N 2.820641 -0.539792 0.247762 0.6 -0.4 -0.1
C 2.091845 0.532318 0.255492 -0.2 -0.9 0.0
C 0.777671 0.273094 0.278503 -0.5 0.5 0.2
O 0.013683 0.078669 1.380847 -0.1 0.5 -0.2
C -1.070613 -0.323430 0.507159 -0.7 0.1 0.0
C -1.364694 0.820775 -0.390958 -0.4 0.3 0.0
C -0.226119 -0.114830 -0.717272 0.0 0.0 -0.1
H 2.094355 -1.296953 0.269889 1.6 -0.2 0.1
H -1.725771 -1.120111 0.837060 0.2 0.1 -0.1
H -2.221509 0.765282 -1.042986 -0.2 0.0 0.0
H -1.049249 1.803604 -0.051314 -0.4 0.0 -0.1
H -0.087457 -0.715688 -1.611325 0.0 0.3 0.2
```
Forces are in eV/Å.

The calculation puts the largest force on an atom at 1.643 eV Å⁻¹. The calculation puts the energy above the lowest of the compared OMol25 structures with the same formula, charge and spin at 6.091 eV. For the orbital gap, the calculation gives 8.161 eV. As for the total charge: 0.

=====

The following is a DFT calculation (the ωB97M-V functional and the def2-TZVPD basis) of a single C6H9P molecule in a non-equilibrium geometry.

Geometry as XYZ:
```
16
Properties=species:S:1:pos:R:3:forces:R:3
C -0.922059 1.204656 -0.069364 -0.6 1.6 1.0
C -1.503540 0.244415 -0.742946 -1.5 -1.8 -0.5
C 1.278072 1.040230 -0.016221 4.4 -2.3 -1.5
C 0.592719 -1.610614 -1.125279 0.4 0.3 -3.2
C -0.155005 -0.603558 1.354451 0.9 -2.2 -0.4
C 0.218094 0.797616 0.866723 -3.0 0.8 2.1
P -0.876390 -1.418428 -0.259171 -0.9 0.9 2.1
H -1.163944 2.278230 -0.154128 0.1 -0.6 0.0
H -2.467319 0.264134 -1.287559 1.1 0.5 -0.1
H 2.037473 0.174347 -0.112971 -0.9 1.9 0.0
H 1.227907 1.802605 -0.795099 0.2 -0.2 0.4
H 0.544562 -1.093100 -2.165629 0.4 -1.0 1.8
H 1.106473 -2.595991 -1.140724 -0.2 0.9 0.2
H 0.699796 -1.311643 1.606602 -0.7 1.2 -0.1
H -0.846383 -0.589599 2.228498 0.3 0.1 -0.8
H 0.229542 1.416702 1.812818 0.0 -0.1 -0.9
```
Forces are in eV/Å.

The calculation puts the largest force on an atom at 5.170 eV Å⁻¹. The calculation puts the energy above the lowest of the compared OMol25 structures with the same formula, charge and spin at 4.247 eV. For the orbital gap (spin up / spin down), the calculation gives 7.963 / 7.592 eV. As for the total charge: 0.

=====

The following is a DFT calculation (the ωB97M-V functional and the def2-TZVPD basis) of 2 unconnected molecules or ions with the total composition C3H7N3O2 in a non-equilibrium geometry.

Geometry as XYZ:
```
15
Properties=species:S:1:pos:R:3:forces:R:3
C 0.389765 0.600431 0.673648 1.7 -4.1 1.5
C -0.267287 -1.003379 -1.415871 3.6 3.2 -2.0
C -0.465366 0.704770 -1.381845 -3.6 -4.2 -7.1
H 0.145138 -0.335901 2.728330 4.6 0.2 -0.4
H 0.240818 1.800143 2.248387 2.4 -0.9 -1.1
H -1.202924 -1.862880 0.235116 1.8 0.6 -0.3
H 0.799024 -1.205184 -1.918680 -1.8 0.7 1.4
H -0.846453 -1.348879 -2.290372 -0.8 -0.5 1.4
H -0.139930 1.256332 -2.361978 -0.5 -1.5 1.4
H -1.572422 0.871076 -1.368180 0.6 -0.1 0.4
N 1.034883 1.234829 1.732954 -0.5 1.7 2.3
N 0.340422 -0.704855 0.900811 -2.0 1.9 -0.8
N -0.233411 -1.550312 -0.073828 -2.6 -1.1 -0.7
O 1.602530 0.266748 2.735318 -6.3 0.9 -1.6
O 0.175213 1.277060 -0.443811 3.2 3.1 5.7
```
Forces are in eV/Å.

The calculation puts the largest force on an atom at 8.971 eV Å⁻¹. The calculation puts the energy above the lowest of the compared OMol25 structures with the same formula, charge and spin at 9.914 eV. For the orbital gap, the calculation gives 8.314 eV. As for the total charge: 0.

=====

Number 1: energy -30519.5804 eV. Number 2: energy -8797.3277 eV. Number 3: energy -15651.4993 eV. Number 4: energy -11781.3989 eV.